1.
This record from OMol25 describes a single C24H17ClN4OS2 molecule. The level of theory is ωB97M-V/def2-TZVPD.

Its LUMO energy is -0.359 eV. As for the multiplicity: 1. Its structure (SMILES) is C=CCn1c(Sc2c(-c3ccccc3)c3cc(Cl)ccc3[nH]c2=O)nnc1-c1cccs1. As for the HOMO energy: -8.1 eV. The value obtained for the energy relative to the best compared isomer or geometry (same formula, charge and spin) is 0.0 kcal per mole. For the electronic energy, the calculation gives -67363.919 eV.

```
49
Properties=species:S:1:pos:R:3:lowdin_charge:R:1
O -1.48 -3.02 2.24 0.019
Cl -2.55 -3.56 -5.56 0.669
N 1.27 -0.31 0.33 0.040
N 2.53 0.22 0.47 0.072
S 3.85 3.08 2.99 0.989
S -1.21 -0.16 1.61 1.062
C -1.52 -2.87 1.03 -0.489
C 0.51 0.17 1.30 -0.544
C 2.57 1.01 1.50 -0.318
C -1.11 3.45 3.43 0.019
C 5.64 3.16 2.80 -0.370
C 6.09 2.20 1.94 -0.180
C 5.05 1.30 1.47 -0.094
C 3.79 1.68 1.93 -0.448
C -1.47 -1.51 0.46 -0.333
C -1.61 -1.38 -0.92 -0.098
C 0.10 3.09 2.90 -0.148
C -1.48 2.38 -2.91 -0.094
C -2.47 2.18 -1.96 -0.070
C -0.52 1.43 -3.17 -0.075
C -2.45 -4.96 -3.21 -0.075
C -2.53 0.94 -1.30 -0.031
C -0.55 0.24 -2.48 -0.040
C -2.08 -2.56 -3.12 -0.039
C -2.21 -5.04 -1.82 -0.003
C -2.37 -3.70 -3.85 -0.670
C -1.58 -0.06 -1.56 -0.223
C -1.83 -2.61 -1.72 -0.060
C -1.89 -3.88 -1.10 -0.173
N -1.64 -3.98 0.26 0.164
N 1.29 1.01 2.08 -0.005
C 0.75 1.77 3.24 -0.182
H -1.59 2.82 4.17 0.062
H -1.62 4.38 3.14 0.059
H 6.27 3.85 3.32 0.059
H 7.13 2.03 1.78 0.092
H 5.19 0.47 0.77 0.115
H 0.61 3.68 2.12 0.106
H -1.45 3.32 -3.44 0.101
H -3.14 2.98 -1.70 0.098
H 0.21 1.61 -3.93 0.101
H -2.70 -5.86 -3.75 0.104
H -3.34 0.80 -0.56 0.121
H 0.28 -0.44 -2.66 0.125
H -2.13 -1.59 -3.62 0.116
H -2.25 -6.01 -1.32 0.118
H -1.97 -4.79 0.76 0.167
H 1.57 1.90 3.91 0.085
H 0.05 1.12 3.72 0.096
```

=====

2.
This record from OMol25 describes a molecular structure, C24H17CoN6. The level of theory is ωB97M-V/def2-TZVPD.

Its LUMO energy (spin up / spin down) is -4.723 / -4.527 eV. As for the total charge: +1. As for the multiplicity: 2. As for the HOMO energy (spin up / spin down): -11.2 / -11.4 eV. For the electronic energy, the calculation gives -71724.591 eV.

```
48
Properties=species:S:1:pos:R:3:lowdin_charge:R:1
Co -0.24 -0.23 -0.23 0.583
C -2.62 3.18 -1.07 -0.073
C -1.80 2.08 -1.29 -0.058
N -1.03 1.59 -0.32 0.040
C -1.03 2.23 0.87 -0.150
C -1.85 3.34 1.05 -0.037
N -2.64 3.80 0.10 0.121
C -0.17 1.62 1.91 -0.154
C -0.01 1.99 3.23 0.085
C 0.82 1.22 4.07 -0.091
C 1.43 0.08 3.52 0.086
C 1.22 -0.23 2.19 -0.153
N 0.45 0.55 1.43 0.072
C 1.70 -1.40 1.42 -0.140
C 2.48 -2.43 1.93 -0.034
N 2.82 -3.48 1.20 0.121
C 2.44 -3.50 -0.07 -0.075
C 1.68 -2.47 -0.61 -0.067
N 1.29 -1.44 0.13 0.041
C 1.03 1.60 5.49 -0.156
C 0.44 2.73 6.04 -0.004
C 0.70 3.06 7.36 -0.117
N 1.49 2.34 8.15 0.079
C 2.05 1.25 7.64 -0.117
C 1.85 0.84 6.33 -0.004
H -3.27 3.55 -1.85 0.123
H -1.76 1.58 -2.25 0.128
H -1.86 3.88 2.00 0.126
H -0.53 2.85 3.60 0.109
H 2.05 -0.56 4.12 0.109
H 2.83 -2.42 2.95 0.126
H 2.73 -4.36 -0.66 0.124
H 1.38 -2.48 -1.65 0.128
H -0.22 3.37 5.48 0.102
H 0.25 3.94 7.81 0.115
H 2.68 0.69 8.31 0.115
H 2.34 -0.06 6.00 0.102
C -3.87 -2.82 1.38 -0.086
C -2.66 -3.42 1.11 -0.085
C -1.59 -2.67 0.62 -0.119
C -1.73 -1.30 0.38 -0.184
C -2.96 -0.70 0.66 -0.119
C -4.03 -1.46 1.15 -0.085
H -4.70 -3.41 1.76 0.107
H -2.52 -4.48 1.27 0.106
H -0.66 -3.18 0.42 0.075
H -3.14 0.36 0.51 0.078
H -4.98 -0.97 1.34 0.106
```

=====

What did the second record say?
This record from OMol25 describes a molecular structure, C24H17CoN6. The level of theory is ωB97M-V/def2-TZVPD.

Its LUMO energy (spin up / spin down) is -4.723 / -4.527 eV. As for the total charge: +1. As for the multiplicity: 2. As for the HOMO energy (spin up / spin down): -11.2 / -11.4 eV. For the electronic energy, the calculation gives -71724.591 eV.

```
48
Properties=species:S:1:pos:R:3:lowdin_charge:R:1
Co -0.24 -0.23 -0.23 0.583
C -2.62 3.18 -1.07 -0.073
C -1.80 2.08 -1.29 -0.058
N -1.03 1.59 -0.32 0.040
C -1.03 2.23 0.87 -0.150
C -1.85 3.34 1.05 -0.037
N -2.64 3.80 0.10 0.121
C -0.17 1.62 1.91 -0.154
C -0.01 1.99 3.23 0.085
C 0.82 1.22 4.07 -0.091
C 1.43 0.08 3.52 0.086
C 1.22 -0.23 2.19 -0.153
N 0.45 0.55 1.43 0.072
C 1.70 -1.40 1.42 -0.140
C 2.48 -2.43 1.93 -0.034
N 2.82 -3.48 1.20 0.121
C 2.44 -3.50 -0.07 -0.075
C 1.68 -2.47 -0.61 -0.067
N 1.29 -1.44 0.13 0.041
C 1.03 1.60 5.49 -0.156
C 0.44 2.73 6.04 -0.004
C 0.70 3.06 7.36 -0.117
N 1.49 2.34 8.15 0.079
C 2.05 1.25 7.64 -0.117
C 1.85 0.84 6.33 -0.004
H -3.27 3.55 -1.85 0.123
H -1.76 1.58 -2.25 0.128
H -1.86 3.88 2.00 0.126
H -0.53 2.85 3.60 0.109
H 2.05 -0.56 4.12 0.109
H 2.83 -2.42 2.95 0.126
H 2.73 -4.36 -0.66 0.124
H 1.38 -2.48 -1.65 0.128
H -0.22 3.37 5.48 0.102
H 0.25 3.94 7.81 0.115
H 2.68 0.69 8.31 0.115
H 2.34 -0.06 6.00 0.102
C -3.87 -2.82 1.38 -0.086
C -2.66 -3.42 1.11 -0.085
C -1.59 -2.67 0.62 -0.119
C -1.73 -1.30 0.38 -0.184
C -2.96 -0.70 0.66 -0.119
C -4.03 -1.46 1.15 -0.085
H -4.70 -3.41 1.76 0.107
H -2.52 -4.48 1.27 0.106
H -0.66 -3.18 0.42 0.075
H -3.14 0.36 0.51 0.078
H -4.98 -0.97 1.34 0.106
```